[1]
Below is an isolated molecule of C3H7N2P in a non-equilibrium geometry, with properties calculated with ωB97M-V/def2-TZVPD.

Geometry as XYZ:
```
13
Properties=species:S:1:pos:R:3:forces:R:3:mulliken_charge:R:1
H -0.539875 -1.633215 0.507686 -1.5 0.2 -0.7 0.332
N -1.443884 -1.566490 -0.060549 1.3 -1.3 0.2 -0.623
C -1.793524 -0.375430 -0.238296 -0.3 -1.6 0.9 -0.095
C -1.078702 0.718398 0.482907 0.0 0.2 0.3 -0.669
C 0.296378 0.708095 -0.018177 0.9 -1.4 0.2 0.091
N 1.014165 -0.157190 0.589323 2.0 0.9 0.0 -0.481
P 2.686055 -0.250788 -0.078572 -1.6 -1.1 -1.4 -0.089
H -2.683921 -0.264747 -0.849399 0.0 0.7 0.0 0.406
H -0.952068 0.560995 1.559767 -0.6 -0.4 -0.2 0.248
H -1.649846 1.572231 0.357829 -0.7 2.2 -0.4 0.334
H 0.633603 1.120265 -0.962918 -0.1 0.7 -0.1 0.419
H 2.631703 -1.692282 -0.244400 0.1 0.7 -0.3 0.061
H 3.425318 -0.489058 1.028967 0.5 0.1 1.6 0.066
```
Forces are in eV/Å.

Calculated values
HOMO level ... -9.2 eV
DFT total energy ... -569.291528 hartree
Orbital gap ... 0.3609 hartree
Largest force on an atom ... 2.3 eV/Å
LUMO energy ... 0.7 eV
ΔE to the lowest compared entry with this formula, charge and spin ... 0.0 kcal/mol
SMILES string ... [H]/N=C\C/C=N/P



[2]
Below is a cluster of 3 separate species, C4H5N3OS in total in a non-equilibrium geometry, with properties calculated with ωB97M-V/def2-TZVPD.

Geometry as XYZ:
```
14
Properties=species:S:1:pos:R:3:forces:R:3:mulliken_charge:R:1
C 0.926685 -0.071346 1.538400 0.2 -1.2 -1.1 -0.278
C 0.646308 -1.294557 2.180562 -0.9 -0.2 0.0 -0.285
C 0.827631 -0.475287 0.248356 -1.3 -0.9 -2.0 0.283
C 0.937388 1.329167 -3.012476 1.8 1.0 -0.7 0.443
N 0.248450 -2.229704 1.348681 -0.1 -0.5 -1.1 -0.560
N 0.297297 -1.717055 0.098170 1.8 3.2 3.2 0.305
N 0.542690 0.841913 -2.009331 -1.6 -2.0 3.3 -0.449
O 1.300762 1.939146 -3.960298 -0.3 -0.3 -0.3 -0.512
S -2.431701 1.228535 0.202618 0.1 -0.7 1.3 -0.320
H 1.178714 0.872081 1.848932 0.6 1.8 1.0 0.427
H 0.517578 -1.618679 3.190247 0.5 0.6 0.7 0.460
H 0.002979 -2.238858 -0.632546 -0.8 -1.5 -3.0 0.184
H -3.230357 1.154903 -0.830661 -0.4 0.1 -0.8 0.148
H -1.764423 2.279740 -0.210654 0.3 0.5 -0.5 0.154
```
Forces are in eV/Å.

Calculated values
HOMO level (alpha / beta) ... -9.4 / -9.4 eV
DFT total energy ... -792.882510 hartree
Orbital gap (alpha / beta) ... 0.2104 / 0.2112 hartree
Largest force on an atom ... 4.9 eV/Å
LUMO energy (alpha / beta) ... -3.7 / -3.7 eV
ΔE to the lowest compared entry with this formula, charge and spin ... 174.9 kcal/mol



[3]
Below is a cluster of 4 separate species, C4H17NO3 in total in a non-equilibrium geometry, with properties calculated with ωB97M-V/def2-TZVPD.

Geometry as XYZ:
```
25
Properties=species:S:1:pos:R:3:forces:R:3:mulliken_charge:R:1
C 1.018741 1.378954 -1.993081 -4.5 0.3 -3.2 -1.090
C 0.430670 1.050319 -0.627406 -0.4 -5.7 -1.9 -0.059
N 0.950500 -0.318358 -0.126784 -0.9 0.8 -0.9 -0.264
C 0.829385 -0.496820 1.322265 0.1 -2.3 -0.6 -0.203
C 1.820473 0.291358 2.190413 0.7 -0.2 0.7 -1.080
H 0.040753 1.203684 -2.742764 2.8 -0.1 1.3 0.204
H 1.043284 2.495496 -2.140016 0.9 -1.1 0.4 0.283
H 1.881582 0.792172 -2.390665 -0.7 0.7 0.6 0.335
H -0.679419 1.002748 -0.506154 1.1 0.3 -0.6 -0.081
H 0.885020 1.692788 -0.074195 2.0 4.4 4.3 0.361
H 1.877987 -0.515894 -0.503698 -0.3 0.3 0.4 0.227
H -0.221923 -0.242600 1.552065 0.6 0.3 0.2 0.166
H 0.821511 -1.655889 1.486876 0.4 2.0 0.1 0.289
H 2.891836 0.006539 2.396310 -1.3 -1.3 0.0 0.321
H 1.343402 0.561796 3.135181 0.3 0.1 0.0 0.306
H 2.138440 1.172396 1.693800 -0.7 1.5 -0.7 0.294
O -2.687884 1.381593 1.450571 0.6 -2.0 0.3 -0.666
H -1.873208 1.291264 0.874885 -1.6 -0.2 1.1 0.327
H -2.909968 0.454960 1.820027 0.9 2.3 -1.1 0.312
O -0.789554 -3.416022 -1.415126 3.8 -0.3 0.5 -0.669
H -0.710520 -2.525445 -1.067007 -0.8 0.9 0.2 0.312
H 0.241779 -3.560038 -1.326168 -3.0 -0.4 -0.6 0.351
O -2.554009 -0.453392 -0.870432 2.6 2.2 -3.4 -0.508
H -3.080417 -0.929945 -0.315348 -2.5 -2.2 1.8 0.264
H -2.708471 -0.661669 -1.823555 -0.1 -0.1 1.5 0.268
```
Forces are in eV/Å.

Calculated values
HOMO level ... -8.9 eV
DFT total energy ... -442.966522 hartree
Orbital gap ... 0.3451 hartree
Largest force on an atom ... 6.5 eV/Å
LUMO energy ... 0.5 eV
ΔE to the lowest compared entry with this formula, charge and spin ... 69.5 kcal/mol
SMILES string ... CCNCC.O.O.O



[4]
Below is a structure of composition C19H46BeFN4O8PS in a non-equilibrium geometry, with properties calculated with ωB97M-V/def2-TZVPD.

Geometry as XYZ:
```
81
Properties=species:S:1:pos:R:3:forces:R:3:mulliken_charge:R:1
C -4.575063 -1.122971 -1.820510 0.6 0.5 -0.4 -1.304
C -3.083428 -0.918355 -1.502908 -0.8 -1.1 0.4 -0.228
C -2.778047 -1.311765 -0.056829 0.4 0.2 -0.2 -1.065
C -3.646712 -0.643882 1.007495 0.1 1.4 0.3 0.487
C -4.099259 0.801269 0.706470 -0.3 1.8 0.9 -1.024
N -3.186639 1.685218 1.580447 -0.2 -0.9 -4.6 0.190
C -2.225150 0.851364 1.915656 2.4 -1.2 -1.3 -0.180
N -0.915750 1.132336 1.870468 -12.3 -6.3 -9.2 -0.393
N -2.851471 -0.400258 2.261630 0.5 -1.5 0.2 -0.426
H -5.178939 -0.310828 -1.428576 -0.3 -0.1 0.1 0.306
H -4.686874 -1.135674 -2.900746 -0.3 0.1 -0.2 0.457
H -4.916807 -2.086633 -1.453294 -0.1 -0.1 0.2 0.305
H -2.757097 0.092093 -1.729206 0.1 0.1 -0.1 0.369
H -2.562682 -1.642224 -2.124156 0.5 0.3 -0.2 0.144
H -2.913024 -2.386749 0.048511 -0.1 -0.2 0.0 0.330
H -1.718289 -1.146511 0.144633 0.0 0.2 0.2 0.232
H -4.541366 -1.238716 1.143036 0.0 -0.2 0.6 0.642
H -3.906633 1.176660 -0.289184 -0.3 -0.2 -0.3 0.548
H -5.097209 1.097791 1.021819 -0.3 -0.5 -0.4 -0.027
H -2.724664 2.351414 0.953632 -0.8 1.0 0.6 0.280
H -0.314336 1.297911 2.702832 -3.7 -3.8 1.6 0.415
H -0.511470 1.289420 0.966089 -0.2 1.0 0.1 0.173
H -3.485073 -0.241884 3.038588 -0.3 -0.1 -0.4 0.331
O -6.757927 2.962261 0.204121 0.2 0.2 -0.2 -0.568
P -6.351162 4.224132 0.963771 0.4 -0.8 -0.8 0.878
O -7.284387 5.385052 0.697948 -0.3 -0.1 0.4 -0.551
O -4.891367 4.568794 0.659276 0.0 -0.3 0.2 -0.486
O -6.386715 3.894666 2.469731 -1.1 1.2 -0.2 -0.251
C -1.508492 1.731400 4.907316 0.1 -0.2 0.5 -0.896
C -2.606918 0.717709 5.237206 -0.1 -0.1 0.0 -0.335
C -3.913748 1.484802 5.482025 0.2 -0.2 0.1 -0.875
S -3.765681 3.005839 4.517186 0.2 -0.2 -0.6 0.970
O -3.768837 4.119689 5.430973 -0.1 0.0 0.0 -0.728
O -4.640155 2.934873 3.374718 0.5 -0.3 1.0 -0.407
C -2.110150 2.690727 3.907597 0.1 0.5 0.9 0.499
H -0.614743 1.261081 4.495936 -0.3 0.1 0.5 0.488
H -1.219207 2.275778 5.811328 0.0 -0.1 0.0 0.414
H -2.739825 0.052024 4.377447 0.3 0.1 0.8 0.041
H -2.345642 0.097984 6.094948 0.0 0.0 0.0 0.472
H -4.780418 0.922609 5.140143 -0.1 0.2 0.0 0.411
H -4.047813 1.767590 6.524063 0.0 0.1 0.0 0.431
H -1.557438 3.619990 3.815072 -0.1 0.2 0.0 0.624
H -2.213162 2.222617 2.936723 0.1 1.7 1.8 -1.024
C -0.176086 -4.211428 -1.738175 -0.5 0.1 -0.3 -0.625
O -0.468553 -3.174087 -2.650324 0.1 0.0 0.2 -0.381
H -1.086233 -4.456632 -1.194425 0.0 0.1 0.0 0.319
H 0.171329 -5.108172 -2.268531 0.0 -0.1 0.2 0.347
H 0.587222 -3.893488 -1.003051 -0.3 -0.1 0.3 0.207
H 0.345450 -2.962369 -3.135524 -0.1 0.0 -0.1 0.136
C 6.700245 0.007561 -1.047692 0.1 -0.3 0.1 -1.316
C 5.922158 0.157067 -2.337827 0.1 0.3 0.1 -0.354
N 5.526201 -1.143802 -3.003726 0.1 -0.1 -0.1 0.056
C 6.781502 -1.891841 -3.342754 -0.1 0.0 0.0 -1.112
C 4.869970 -0.856850 -4.338106 -0.3 0.2 -0.1 -0.392
C 3.542295 -0.117571 -4.323493 -0.1 -0.1 0.0 -1.006
C 4.717322 -2.078957 -2.127754 0.0 0.1 0.1 -0.744
C 3.448607 -1.553169 -1.481954 0.2 0.8 0.4 -0.179
O 3.748734 -0.480990 -0.616774 0.0 0.0 -0.2 -0.357
C 2.684621 0.453935 -0.445601 0.0 0.2 0.1 -0.860
H 7.673951 -0.455776 -1.202440 0.0 0.1 0.0 0.366
H 6.881751 0.999670 -0.637909 -0.1 0.0 0.0 0.423
H 6.161256 -0.560058 -0.294181 -0.1 0.1 0.0 0.288
H 6.528858 0.690541 -3.071620 0.0 -0.1 -0.1 0.552
H 5.022669 0.738232 -2.178812 -0.1 -0.1 0.1 0.249
H 7.420936 -1.241101 -3.932528 0.0 0.0 0.0 0.393
H 6.509174 -2.774559 -3.914796 0.0 0.0 0.0 0.426
H 7.280063 -2.191320 -2.428352 0.0 0.0 0.0 0.477
H 4.749972 -1.817543 -4.836588 0.1 0.0 0.0 0.372
H 5.601333 -0.274324 -4.896342 0.1 -0.1 0.0 0.479
H 2.708987 -0.795324 -4.156801 0.0 0.0 0.1 0.212
H 3.379393 0.315640 -5.309571 0.1 0.0 0.0 0.419
H 3.497649 0.694806 -3.601366 0.0 0.0 0.0 0.251
H 5.396513 -2.410994 -1.345058 0.0 0.0 0.0 0.328
H 4.474729 -2.933382 -2.758007 0.0 -0.1 0.0 0.393
H 3.025085 -2.361616 -0.875593 0.1 -0.1 -0.1 0.463
H 2.685507 -1.285068 -2.213506 0.0 0.0 0.0 0.070
H 1.712222 0.010786 -0.670146 0.0 0.0 0.1 0.287
H 2.846240 1.320043 -1.095374 -0.1 0.0 0.0 0.297
H 2.691659 0.792215 0.588203 0.0 0.0 0.0 0.375
Be 2.198636 -3.976160 -2.140463 0.4 -0.7 -0.6 0.169
F 0.418404 1.697445 2.923538 15.2 7.6 7.5 -0.697
```
Forces are in eV/Å.

Calculated values
HOMO level ... -6.8 eV
DFT total energy ... -2426.030010 hartree
Orbital gap ... 0.1904 hartree
Largest force on an atom ... 18.6 eV/Å
LUMO energy ... -1.7 eV
ΔE to the lowest compared entry with this formula, charge and spin ... 28.8 kcal/mol



[5]
Below is a cluster of 2 separate species, C26H30N5O3 in total in a non-equilibrium geometry, with properties calculated with ωB97M-V/def2-TZVPD.

Geometry as XYZ:
```
64
Properties=species:S:1:pos:R:3:forces:R:3:mulliken_charge:R:1
C 0.738261 -4.126593 -3.157138 -0.3 -0.4 0.0 -0.919
N 0.933761 -2.890662 -2.435675 0.4 0.5 -0.2 0.288
C 1.895891 -1.992991 -2.801400 0.8 -0.5 -1.1 0.285
O 2.693550 -2.139388 -3.723686 -1.2 0.4 1.4 -0.689
C 1.793621 -0.800568 -1.850053 0.9 -0.2 -0.1 -0.004
C 1.447399 0.511259 -2.554571 -0.3 0.2 -0.1 -0.566
C 2.523199 0.944945 -3.522155 0.1 0.1 -0.1 0.485
C 2.212674 1.112103 -4.873922 0.3 -0.2 0.2 -0.378
C 3.225192 1.400583 -5.790493 0.1 0.1 0.2 -0.585
C 4.545450 1.558849 -5.348429 -0.3 0.0 0.2 -0.442
C 4.842813 1.448659 -3.984122 -0.2 0.0 0.0 -0.708
C 3.830190 1.144977 -3.068363 0.0 0.0 -0.5 -0.230
N 0.757335 -1.233923 -0.911997 -0.8 1.8 1.9 0.610
C 0.355611 -0.426394 0.090608 1.0 -0.8 -1.6 0.137
C -0.631560 -0.762898 1.010664 -1.3 -0.3 1.2 0.624
C -1.123699 0.034300 2.033242 1.0 -1.3 -1.2 -0.878
C -2.127237 -0.448527 2.949723 -1.5 -0.9 1.1 0.824
C -2.756391 -1.720895 2.791683 -0.2 0.2 0.4 -0.499
C -3.701661 -2.186263 3.722650 1.2 2.0 -0.1 -0.382
N -4.319722 -3.453874 3.499425 -1.7 -3.4 -0.5 0.965
O -5.189005 -3.848692 4.309104 1.9 1.1 -1.5 -0.579
O -3.972701 -4.127112 2.498499 -0.5 1.5 1.9 -0.577
C -4.044010 -1.423156 4.852428 0.3 -0.1 -0.5 -0.428
C -3.447566 -0.169311 5.016845 0.1 -0.2 -0.2 -0.682
C -2.527003 0.317925 4.084302 0.3 -0.2 -0.5 -0.409
C 0.168812 -2.548151 -1.244904 -0.4 -0.9 -0.3 0.083
C -1.323548 -2.451316 -1.598383 0.0 0.3 -0.1 -1.474
C 0.407145 -3.610640 -0.160482 0.3 0.1 0.1 -1.565
H 1.424974 -4.154057 -4.005387 -0.1 0.1 0.2 0.378
H 0.929655 -4.991058 -2.509990 0.1 0.1 -0.2 0.301
H -0.292607 -4.198497 -3.523915 0.2 0.0 0.0 0.307
H 2.761254 -0.695900 -1.325022 -0.4 -0.1 -0.2 0.280
H 0.494544 0.377832 -3.091213 0.2 0.1 0.2 0.332
H 1.295999 1.283668 -1.785369 0.0 -0.1 -0.2 0.425
H 1.176195 0.974499 -5.193219 0.4 0.0 0.0 0.317
H 2.978856 1.488028 -6.849578 0.1 0.0 0.3 0.372
H 5.339093 1.770069 -6.067493 -0.3 -0.1 0.2 0.376
H 5.865335 1.584340 -3.628578 -0.3 0.0 -0.2 0.374
H 4.048150 1.036246 -2.002369 0.1 0.1 -0.3 0.349
H 0.864973 0.539742 0.157278 -0.1 -0.3 0.0 0.638
H -1.053657 -1.758782 0.907804 0.2 0.4 0.1 -1.052
H -0.716587 1.029566 2.188736 -0.1 0.2 0.1 1.079
H -2.533857 -2.370048 1.945728 -0.2 0.2 0.3 0.664
H -4.762907 -1.834389 5.556593 0.2 0.2 -0.1 0.501
H -3.709887 0.425507 5.891586 0.1 -0.1 -0.3 0.413
H -2.076590 1.304861 4.198418 -0.2 -0.2 0.1 0.397
H -1.457057 -1.765165 -2.446196 0.0 -0.2 0.2 0.317
H -1.695377 -3.446665 -1.873244 0.1 0.3 0.1 0.489
H -1.915781 -2.083022 -0.757040 0.0 -0.2 -0.3 0.403
H 1.486173 -3.770517 -0.035329 -0.3 0.0 0.0 0.371
H -0.014412 -3.317514 0.803387 0.1 -0.2 -0.2 0.348
H -0.062128 -4.553631 -0.469130 0.1 0.3 0.1 0.488
C 0.082008 6.325694 3.643886 0.3 0.7 0.4 -1.244
C -0.299918 5.018405 3.083396 -0.2 -0.9 -0.3 0.692
C -0.058200 3.702067 3.429508 -0.7 0.8 -0.9 -0.860
N -0.694719 2.865392 2.519634 -0.1 0.7 -0.4 -0.246
C -1.297716 3.641885 1.626910 0.7 0.6 1.1 -0.468
N -1.077905 4.955873 1.947036 -0.2 -0.3 -0.3 -0.081
H 0.706730 6.191783 4.534449 -0.2 0.1 -0.2 0.300
H 0.647606 6.926584 2.912850 -0.1 -0.2 0.3 0.321
H -0.804738 6.914843 3.930376 0.3 -0.2 0.0 0.323
H 0.522793 3.335340 4.261569 -0.1 -0.1 -0.1 0.428
H -1.885145 3.369398 0.755747 0.2 -0.2 0.3 0.422
H -1.421947 5.765377 1.434780 0.1 -0.4 0.2 0.239
```
Forces are in eV/Å.

Calculated values
HOMO level ... -11.2 eV
DFT total energy ... -1507.939761 hartree
Orbital gap ... 0.2385 hartree
Largest force on an atom ... 3.8 eV/Å
Charge ... +1
LUMO energy ... -4.8 eV
ΔE to the lowest compared entry with this formula, charge and spin ... 0.0 kcal/mol



[6]
Below is an isolated molecule of C6H7B in a non-equilibrium geometry, with properties calculated with ωB97M-V/def2-TZVPD.

Geometry as XYZ:
```
14
Properties=species:S:1:pos:R:3:forces:R:3:mulliken_charge:R:1
B -0.625744 -0.445644 -0.271126 0.3 0.6 0.1 0.073
C -2.997033 0.272048 0.397289 1.5 -0.2 0.3 -0.488
C -1.709953 0.302901 0.582684 -4.4 -0.3 -0.3 0.380
C -0.574249 0.982670 1.095314 1.5 -0.2 -0.5 -0.551
C 0.320269 0.729840 0.055195 -0.1 0.4 1.1 0.435
C -0.483894 -1.897944 -0.699001 2.2 -1.7 -2.8 -0.718
C 1.711833 1.288566 -0.123982 -1.3 -3.3 -0.5 -1.230
H -0.604598 1.388131 2.117835 0.7 0.1 -0.6 0.326
H 0.432592 -2.308615 -0.142358 -1.3 0.2 -0.7 0.282
H -0.056189 -1.883319 -1.866357 -1.1 0.0 2.9 0.235
H -1.333615 -2.627058 -0.696681 0.8 0.9 0.3 0.292
H 2.241799 0.730308 -0.927347 -0.1 0.5 0.8 0.293
H 2.113360 1.199056 0.855055 1.2 0.1 0.6 0.323
H 1.565426 2.269057 -0.376515 0.2 2.6 -0.7 0.347
```
Forces are in eV/Å.

Calculated values
HOMO level ... -8.6 eV
DFT total energy ... -257.476271 hartree
Orbital gap ... 0.3264 hartree
Largest force on an atom ... 4.4 eV/Å
LUMO energy ... 0.3 eV
ΔE to the lowest compared entry with this formula, charge and spin ... 49.3 kcal/mol



> Which formula does entry 3 have?

C4H17NO3